The following is a DFT calculation (ωB97M-V with the def2-TZVPD basis set) of a 4-piece molecular cluster, C5H14O3 overall.

Geometry as XYZ:
```
22
Properties=species:S:1:pos:R:3:mulliken_charge:R:1
C 0.61010 -1.21061 -0.42537 -2.261
C 0.40345 0.27109 -0.15957 2.950
C 1.21267 1.22547 -0.62197 -1.784
C -2.06358 0.55130 0.14599 -0.557
C -0.81257 0.63759 0.59567 -1.405
H 0.16071 -1.78508 0.39012 0.267
H 1.66932 -1.46252 -0.47881 0.262
H 0.11805 -1.49532 -1.35689 0.528
H 2.12906 1.04561 -1.15486 0.298
H 0.95957 2.27064 -0.44184 0.332
H -2.39642 0.11085 -0.78340 0.409
H -2.86181 1.12130 0.59192 0.182
H -0.67906 0.99769 1.61560 0.293
H -0.55797 1.80183 -2.86423 0.318
H -0.16464 0.28008 -2.74905 0.233
O -0.46962 0.97297 -3.33881 -0.571
H 2.67923 0.77878 2.62284 0.383
H 3.00849 1.83337 1.50789 0.307
O 3.26544 0.97149 1.86860 -0.836
H -1.40833 -3.24448 2.00263 0.511
H -2.67544 -3.07249 1.18956 0.509
O -2.12666 -2.59958 1.84396 -1.368
```

Calculated values
LUMO (spin up / spin down)   3.4 / 3.3 eV
Electronic energy   -11551.884 eV
Kohn-Sham gap (spin up / spin down)   2.474 / 9.493 eV
Charge   -1
Multiplicity   2

The following is a DFT calculation (ωB97M-V with the def2-TZVPD basis set) of a 3-piece molecular cluster, C5H14O3 overall.

Geometry as XYZ:
```
22
Properties=species:S:1:pos:R:3:mulliken_charge:R:1
O -0.53576 -0.74566 2.72910 -0.063
C -0.22436 -0.46594 1.63058 0.340
C -0.65816 0.77833 0.85848 -0.935
C -1.71071 0.44845 -0.26172 0.697
C -2.01240 1.62866 -1.20399 -1.387
C -1.30772 -0.79833 -1.06572 -1.266
H 0.57263 -1.08474 1.12695 0.286
H -1.18276 1.27625 1.66946 0.388
H 0.15923 1.46343 0.62055 0.458
H -2.54500 0.25073 0.40993 0.319
H -2.78581 2.26965 -0.79602 0.353
H -2.16717 1.21567 -2.19451 0.412
H -1.09498 2.21694 -1.31281 0.367
H -2.12303 -1.46197 -1.19088 0.349
H -0.98736 -0.56128 -2.08078 0.384
H -0.45272 -1.34490 -0.66647 0.228
H 2.06444 -2.00645 2.05674 0.285
H 3.19326 -1.35464 2.49390 0.349
O 3.01356 -2.19420 2.03489 -0.572
H 4.32419 -0.09472 -1.56143 0.319
H 2.98734 0.32924 -2.05922 0.312
O 3.47330 0.23546 -1.23702 -0.623
```

Calculated values
LUMO (spin up / spin down)   -5.8 / -9.8 eV
Electronic energy   -11543.452 eV
Kohn-Sham gap (spin up / spin down)   8.681 / 4.717 eV
Charge   +1
Multiplicity   2

The following is a DFT calculation (ωB97M-V with the def2-TZVPD basis set) of a 2-piece molecular cluster, C5H14OS2 overall.

Geometry as XYZ:
```
22
Properties=species:S:1:pos:R:3:mulliken_charge:R:1
C 0.00000 0.00000 0.00000 -1.069
C -0.67752 -0.69551 -1.19438 -0.552
C -1.70630 -1.75219 -0.78660 -0.502
S -1.00861 -3.28211 -0.20407 -0.119
C -2.41131 -4.42927 -0.25621 -0.685
S -2.93894 -4.79335 -1.94133 -0.051
C -4.28753 -5.93625 -1.55191 -0.842
H -0.77606 0.51027 0.59494 0.291
H 0.70269 0.75776 -0.38554 0.329
H 0.55308 -0.68907 0.66021 0.301
H -1.19200 0.01691 -1.86758 0.318
H 0.14849 -1.16151 -1.76534 0.291
H -2.20127 -1.96187 -1.75432 0.303
H -2.47172 -1.34482 -0.09837 0.347
H -2.07278 -5.34389 0.26754 0.370
H -3.18109 -3.94529 0.37518 0.437
H -4.49627 -6.45749 -2.50130 0.304
H -5.19873 -5.40035 -1.23704 0.267
H -4.03909 -6.68873 -0.78467 0.269
O 0.08227 -6.03336 -2.62061 -0.627
H -0.03932 -5.29475 -3.25930 0.309
H -0.49202 -6.75499 -2.96367 0.311
```

Calculated values
LUMO   0.7 eV
Electronic energy   -29129.678 eV
Structure (SMILES)   CCCSCSC.O
Kohn-Sham gap   9.168 eV
Charge   0

The following is a DFT calculation (ωB97M-V with the def2-TZVPD basis set) of a 2-piece molecular cluster, C5H14S overall.

Geometry as XYZ:
```
20
Properties=species:S:1:pos:R:3:mulliken_charge:R:1
C -0.31202 1.83836 2.07311 -1.054
C 0.43375 1.44763 0.81540 -0.195
S 1.25375 -0.17386 1.02796 -0.119
C 2.26390 -0.22677 -0.47670 -0.841
H -1.37138 1.61643 1.95957 0.258
H -0.31719 2.93212 2.40888 0.289
H 0.08088 1.26994 2.94516 0.281
H -0.12404 1.38689 -0.25283 0.213
H 1.23593 2.19222 0.53992 0.303
H 2.63655 0.68447 -0.92840 0.324
H 3.09832 -0.85676 -0.13503 0.284
H 1.85626 -0.87437 -1.29618 0.252
C -1.96136 -0.75262 -1.61143 -0.609
C -2.65012 -1.89152 -2.41473 -0.860
H -2.80802 -0.16844 -1.22238 0.268
H -1.35306 -1.15029 -0.78306 0.199
H -1.29688 -0.20299 -2.31310 0.246
H -2.67026 -1.58331 -3.51359 0.230
H -3.64869 -2.07997 -1.93790 0.267
H -2.01141 -2.81028 -2.48690 0.265
```

Calculated values
LUMO   1.0 eV
Electronic energy   -16246.179 eV
Structure (SMILES)   CCSC.CC
Kohn-Sham gap   9.364 eV
Charge   0

The following is a DFT calculation (ωB97M-V with the def2-TZVPD basis set) of a 2-piece molecular cluster, C5H14S overall.

Geometry as XYZ:
```
20
Properties=species:S:1:pos:R:3:mulliken_charge:R:1
C -1.36906 2.28838 0.53879 -1.249
C -1.16816 1.43452 -0.71132 -0.142
S -2.04556 -0.16985 -0.78775 -0.117
C -2.36853 -0.68019 0.92479 -0.711
H -0.83811 3.23317 0.43105 0.358
H -1.08785 1.76149 1.44303 0.343
H -2.43596 2.49427 0.69518 0.328
H -1.54006 1.94027 -1.58350 0.307
H -0.10396 1.23580 -0.80079 0.142
H -1.93211 0.03117 1.60579 0.169
H -3.43982 -0.71927 1.07217 0.291
H -1.98725 -1.68477 1.09411 0.284
C 1.79778 -1.35238 -0.71993 -0.468
C 3.26155 -1.44011 -0.25284 -0.944
H 1.17616 -1.99599 -0.10354 0.249
H 1.46132 -0.32369 -0.66904 -0.017
H 1.70070 -1.61452 -1.75725 0.308
H 3.41598 -0.81005 0.60833 0.298
H 3.94435 -1.17939 -1.05615 0.277
H 3.55856 -2.44888 0.02887 0.294
```

Calculated values
LUMO   0.9 eV
Electronic energy   -16246.865 eV
Structure (SMILES)   CCSC.CC
Kohn-Sham gap   9.282 eV
Charge   0

The following is a DFT calculation (ωB97M-V with the def2-TZVPD basis set) of a 2-piece molecular cluster, C5H14S2 overall.

Geometry as XYZ:
```
21
Properties=species:S:1:pos:R:3:mulliken_charge:R:1
C -0.54869 1.97113 0.23898 -0.970
C -1.87105 1.38322 0.70100 -0.414
S -2.07803 -0.37186 0.29206 -0.072
C -3.55672 -0.61653 1.29491 -0.896
H -0.56180 2.16959 -0.83127 0.303
H 0.27022 1.27246 0.41786 0.144
H -0.29232 2.92233 0.71053 0.354
H -2.12933 1.55494 1.74378 0.357
H -2.64134 1.87818 0.11671 0.299
H -3.94964 -1.63814 1.27131 0.333
H -4.31369 0.05324 0.92026 0.277
H -3.29522 -0.56499 2.33772 0.295
C 2.23494 -2.41019 -1.26965 -0.767
S 3.37755 -1.20951 -1.94232 -0.096
C 3.30147 0.25597 -0.82526 -0.686
H 2.71757 -3.37314 -1.42933 0.287
H 1.22517 -2.43235 -1.68938 0.263
H 2.08497 -2.28552 -0.20030 0.263
H 2.68064 0.02213 0.03381 0.163
H 3.02182 1.10500 -1.42951 0.255
H 4.32350 0.31404 -0.46188 0.305
```

Calculated values
LUMO   1.0 eV
Electronic energy   -27081.826 eV
Structure (SMILES)   CCSC.CSC
Kohn-Sham gap   9.279 eV
Charge   0

The following is a DFT calculation (ωB97M-V with the def2-TZVPD basis set) of C5H15CrINO2 as an isolated structure.

Geometry as XYZ:
```
25
Properties=species:S:1:pos:R:3:mulliken_charge:R:1
Cr 3.19405 3.74455 -1.44921 0.370
I 1.85694 2.21189 -0.66713 0.536
C -0.04624 0.10912 0.74622 -0.451
C 0.24834 -0.41934 -0.66293 0.572
C -0.54182 -1.72160 -0.85481 -0.914
O -0.03744 -2.92357 -0.14096 -0.322
C -0.67401 -4.12836 -0.45093 -0.731
N -0.14881 0.58842 -1.62491 -0.739
H 0.35501 1.11263 0.88787 -0.791
H 0.45289 -0.52840 1.47598 0.353
H -1.10048 0.07960 1.02155 0.383
H 1.32046 -0.56429 -0.79572 0.240
H -0.76521 -1.91519 -1.90396 0.387
H -1.54384 -1.55767 -0.45835 0.381
H -0.89319 -4.25798 -1.51077 0.334
H -1.53930 -4.32736 0.18135 0.271
H 0.12638 -4.81512 -0.17553 0.244
H 0.05269 0.20678 -2.53806 0.304
H 0.47231 1.37577 -1.50488 0.345
C -0.48446 3.02179 1.84370 -0.194
O 0.89186 3.15791 1.94466 -0.502
H -1.03814 3.36441 2.71786 0.306
H -0.78718 3.53429 0.93058 0.255
H -0.69797 1.95589 1.76389 0.096
H 1.32704 2.69584 1.22444 0.265
```

Calculated values
LUMO (spin up / spin down)   -7.8 / -6.3 eV
Electronic energy   -47521.360 eV
Kohn-Sham gap (spin up / spin down)   4.220 / 5.785 eV
Charge   +1
Multiplicity   5

The following is a DFT calculation (ωB97M-V with the def2-TZVPD basis set) of a 2-piece molecular cluster, C5H15IN3P overall.

Geometry as XYZ:
```
25
Properties=species:S:1:pos:R:3:mulliken_charge:R:1
C 2.13997 1.41031 -0.60456 -0.986
C -0.05529 2.12041 -0.97946 -1.268
C -0.98288 -1.29129 -1.56151 -1.084
C -2.24354 -1.15759 0.59959 -1.090
C 1.06085 -1.51781 1.01162 -1.084
N -0.40016 1.08271 2.92123 -0.408
N 0.79188 0.92552 -0.66106 0.135
N -1.30888 -0.53485 -0.31769 -0.128
P 0.02048 0.08144 0.67933 0.439
I 1.16108 0.57764 3.99876 0.086
H 2.11864 2.23344 0.05773 0.400
H 2.77257 0.59082 -0.31066 0.285
H 2.48083 1.73808 -1.58268 0.295
H -0.29475 2.75960 -0.15281 0.425
H 0.39551 2.70465 -1.73889 0.467
H -1.02612 1.81939 -1.39216 0.310
H -0.19737 -0.72989 -2.02752 0.364
H -0.52631 -2.23331 -1.32064 0.410
H -1.89777 -1.44487 -2.14584 0.357
H -1.81952 -1.10975 1.54104 0.431
H -3.28041 -0.75562 0.60406 0.266
H -2.48589 -2.19681 0.42577 0.354
H 1.96083 -1.30178 0.49536 0.343
H 1.18842 -1.57646 2.03198 0.441
H 0.42782 -2.19400 0.42903 0.240
```

Calculated values
LUMO (spin up / spin down)   -0.4 / -0.5 eV
Electronic energy   -27282.643 eV
Kohn-Sham gap (spin up / spin down)   7.138 / 7.151 eV
Charge   0

The following is a DFT calculation (ωB97M-V with the def2-TZVPD basis set) of a 2-piece molecular cluster, C5H15N2 overall.

Geometry as XYZ:
```
22
Properties=species:S:1:pos:R:3:mulliken_charge:R:1
C 1.02292 1.65679 1.75218 -0.123
N -0.38821 2.10208 1.81456 -0.529
C -1.92595 -0.76496 -1.93820 -0.857
C -0.65870 -1.27603 -2.61235 -0.522
C 1.20348 0.96174 0.39353 -0.610
N 0.44328 -0.21596 0.34594 0.159
C 0.95583 -1.30146 1.14235 -0.893
H 1.64859 2.51610 1.97376 0.350
H 1.11767 0.87139 2.50968 0.268
H -2.21376 -1.18172 -0.98250 0.274
H -2.80586 -0.82433 -2.58540 0.337
H -1.88677 0.31169 -1.72499 0.228
H -0.76277 -2.30105 -2.96699 0.310
H 0.02642 -1.25046 -1.76197 0.007
H -0.36786 -0.65792 -3.45741 0.276
H 2.27787 0.79316 0.20445 0.375
H 0.68709 1.63753 -0.30433 0.334
H -0.73061 2.19511 2.76510 0.262
H -0.99945 1.44898 1.31951 0.233
H 0.08648 -1.82416 1.54079 0.365
H 1.60927 -0.94064 1.96905 0.395
H 1.66104 -1.95589 0.60324 0.360
```

Calculated values
LUMO   -8.5 eV
Electronic energy   -8396.889 eV
Kohn-Sham gap   5.850 eV
Charge   +1

The following is a DFT calculation (ωB97M-V with the def2-TZVPD basis set) of a 3-piece molecular cluster, C5H15N2 overall.

Geometry as XYZ:
```
22
Properties=species:S:1:pos:R:3:mulliken_charge:R:1
C -3.46764 0.07848 -0.76650 -0.776
C 1.65761 -0.70172 1.15689 -1.012
C -2.68065 0.89904 0.08647 -0.441
C 0.02028 -0.17224 -0.68252 -1.492
C 0.75664 -1.10560 -0.01600 1.012
N 0.71868 -2.50432 -0.28616 -0.354
N 3.09334 2.42606 -0.04114 -0.726
H -4.54233 0.29326 -0.73735 0.373
H -3.53497 -0.83482 -0.24713 0.316
H -3.08589 -0.08530 -1.80902 0.263
H 1.20259 -0.53351 2.10317 0.309
H 2.57775 -1.24895 1.19042 0.369
H 2.03712 0.38111 1.06537 0.222
H -2.47523 1.80713 -0.30612 0.427
H -2.54915 0.58548 1.14717 0.309
H -0.45750 -0.51888 -1.51265 0.416
H 0.03420 0.79684 -0.41336 0.609
H 1.43996 -3.10098 -0.10503 0.211
H -0.10708 -2.91374 -0.80015 0.238
H 3.80831 1.79551 -0.43430 0.238
H 3.53459 3.27468 0.41972 0.248
H 2.65605 2.86369 -0.84949 0.241
```

Calculated values
LUMO (spin up / spin down)   -7.0 / -5.0 eV
Electronic energy   -8397.669 eV
Kohn-Sham gap (spin up / spin down)   5.118 / 8.076 eV
Charge   +1

The following is a DFT calculation (ωB97M-V with the def2-TZVPD basis set) of an isolated ion of composition C5H15N2 and charge +1.

Geometry as XYZ:
```
22
Properties=species:S:1:pos:R:3:mulliken_charge:R:1
C -1.49395 1.84134 -1.03318 -1.228
C -0.85894 0.47444 -1.03421 -0.364
N -0.30238 0.13120 0.34726 0.043
C -1.08074 0.36324 1.58601 -0.978
C 0.09968 -1.32382 0.28846 -0.757
C 1.56170 -1.49530 -0.22571 -0.586
N 2.40907 -0.37692 0.08149 -0.536
H -2.01382 2.06953 -1.96174 0.384
H -0.63089 2.52224 -1.11234 0.369
H -2.05107 2.08492 -0.14451 0.303
H -0.04513 0.36180 -1.72879 0.369
H -1.50948 -0.36887 -1.29096 0.363
H 0.62802 0.57922 0.34582 0.500
H -1.88295 -0.36690 1.66950 0.370
H -0.33395 0.31863 2.38190 0.396
H -1.50804 1.35729 1.67853 0.390
H -0.59821 -1.98221 -0.20754 0.372
H 0.21017 -1.61372 1.32954 0.410
H 1.87504 -2.46754 0.13679 0.409
H 1.49444 -1.57003 -1.31372 0.368
H 2.98356 0.06229 -0.62042 0.208
H 3.04787 -0.60083 0.82781 0.193
```

Calculated values
LUMO   -2.6 eV
Electronic energy   -8401.780 eV
Structure (SMILES)   CC[N@@H+](C)CCN
Kohn-Sham gap   11.517 eV
Charge   +1

The following is a DFT calculation (ωB97M-V with the def2-TZVPD basis set) of an isolated ion of composition C5H15N2 and charge +1.

Geometry as XYZ:
```
22
Properties=species:S:1:pos:R:3:mulliken_charge:R:1
C 1.87486 1.36297 1.09652 -1.213
C 1.18479 -0.03698 1.11568 -0.607
N -0.15408 -0.11886 0.53332 0.144
C -1.18390 0.23541 1.50599 -1.236
C -0.40278 -1.28338 -0.29941 -0.638
C -0.45399 -0.93429 -1.78914 -0.588
N -0.78757 0.53623 -1.98996 -0.226
H 1.32795 2.22641 0.71858 0.350
H 2.23140 1.54402 2.10714 0.322
H 2.75666 1.30813 0.45107 0.350
H 1.91154 -0.71935 0.67058 0.356
H 1.21330 -0.38040 2.16074 0.388
H -2.15575 0.28697 1.01343 0.386
H -0.94641 1.26585 1.79606 0.361
H -1.27210 -0.36500 2.40214 0.367
H 0.36273 -2.07440 -0.25335 0.364
H -1.26737 -1.86964 0.04564 0.468
H -1.12272 -1.56200 -2.37258 0.359
H 0.52418 -0.94966 -2.26576 0.355
H -0.25752 1.06381 -1.28136 0.201
H -0.42383 0.84634 -2.88557 0.386
H -1.78653 0.72737 -1.88825 0.350
```

Calculated values
LUMO   -3.5 eV
Electronic energy   -8401.288 eV
Structure (SMILES)   CCN(C)CC[NH3+]
Kohn-Sham gap   9.454 eV
Charge   +1

Results for ΔE to the lowest compared entry with this formula, charge and spin: 208.7; 106.0; 69.1; 108.3; 42.1; 88.1; 318.1; 465.3; 558.4; 483.2; 86.5; 133.9 (in kJ/mol, following the order of the records).